# 1
The following is a quantum chemistry calculation of a single C24H19NO4S2 molecule in a non-equilibrium geometry, from OMol25.

Geometry (Å):
O (-1.78945, 1.74835, 1.11386)
C (-0.88759, 1.05930, 0.66127)
C (-0.90757, -0.37258, 1.08049)
C (-1.07641, -1.41862, 0.15662)
C (-1.04430, -2.73594, 0.68192)
C (-1.00945, -3.01111, 2.05694)
C (-1.02231, -4.42316, 2.62677)
C (-0.23204, -4.68653, 3.73859)
C (-0.23605, -5.95195, 4.30600)
C (-1.00771, -6.95790, 3.74727)
C (-1.74348, -6.74233, 2.57244)
C (-1.78096, -5.46390, 2.06077)
C (-0.94452, -1.94377, 2.96876)
C (-0.87585, -0.64311, 2.47587)
N (-0.04200, 1.56690, -0.34710)
C (1.25310, 1.10078, -0.69470)
C (1.71081, 1.94923, -1.72624)
C (0.71870, 2.96866, -1.96073)
C (0.70158, 4.09315, -2.78351)
C (-0.46113, 4.86420, -2.91562)
S (-0.42128, 6.26780, -4.07991)
O (-0.56529, 7.56506, -3.46528)
O (0.74182, 6.17276, -4.97605)
O (-1.82241, 6.10642, -4.93942)
C (-1.60181, 4.47847, -2.22268)
C (-1.54735, 3.42885, -1.29155)
C (-0.38314, 2.67847, -1.13362)
C (3.03203, 1.91678, -2.45876)
S (4.02710, 0.41807, -1.89711)
C (3.52769, 0.15892, -0.15055)
C (2.04327, -0.05252, -0.10164)
H (-1.12363, -1.27760, -0.90768)
H (-1.00902, -3.58143, 0.01735)
H (0.40033, -3.90010, 4.11282)
H (0.39171, -6.19741, 5.15376)
H (-1.00829, -7.95343, 4.20051)
H (-2.27693, -7.54193, 2.07084)
H (-2.35279, -5.33652, 1.17273)
H (-0.99060, -2.17173, 4.02482)
H (-0.89014, 0.18238, 3.20234)
H (1.61411, 4.40121, -3.30447)
H (-2.01711, 7.06337, -5.07657)
H (-2.53882, 5.02441, -2.27174)
H (-2.42105, 3.18537, -0.71012)
H (2.82945, 1.89135, -3.53643)
H (3.62003, 2.82322, -2.28967)
H (3.85423, 1.05906, 0.42033)
H (4.03144, -0.68678, 0.29486)
H (1.75389, -0.16290, 0.93359)
H (1.77918, -0.95931, -0.61036)

Values from the calculation:
- HOMO level (Eh) = -0.317
- HOMO-LUMO gap (eV) = 8.4
- structure (SMILES) = O=C(c1ccc(-c2ccccc2)cc1)n1c2c(c3cc(S(=O)(=O)O)ccc31)CSCC2
- F_max (hartree/bohr) = 0.06456
- lowest unoccupied orbital energy (eV) = -0.2
- spin multiplicity = 1
- relative energy (zero: lowest compared OMol25 entry of this formula, charge and spin) (eV) = 0.0000

=====

# 2
The following is a quantum chemistry calculation of a molecular structure, C24H20AlN5O5S2 in a non-equilibrium geometry, from OMol25.

Geometry (Å):
Al (-4.90525, -19.63546, -2.39293)
C (-6.01518, -19.69477, -6.50077)
O (-6.80760, -20.91674, -6.33494)
C (-7.07366, -21.55939, -5.18765)
C (-7.91598, -22.67043, -5.33524)
C (-8.37392, -23.39033, -4.23185)
C (-7.95062, -23.00476, -2.96902)
C (-7.11893, -21.85061, -2.77607)
C (-6.79944, -21.48395, -1.44880)
N (-6.01822, -20.47656, -1.17402)
N (-5.81424, -19.90109, 0.04904)
C (-5.29402, -18.68911, -0.09361)
O (-4.86420, -18.22463, -1.26836)
C (-5.20120, -17.81760, 1.07346)
C (-5.48605, -18.33533, 2.34535)
C (-5.34623, -17.53535, 3.47542)
C (-4.97527, -16.19192, 3.31714)
C (-4.71151, -15.69142, 2.03531)
C (-4.79775, -16.50141, 0.91060)
C (-6.65716, -21.09735, -3.89867)
O (-5.88905, -20.01785, -3.79212)
H (-6.13206, -19.46519, -7.56613)
H (-4.96791, -19.86675, -6.26379)
H (-6.42977, -18.89458, -5.87571)
H (-8.19929, -22.96273, -6.35816)
H (-9.06210, -24.23683, -4.35992)
H (-8.20283, -23.58465, -2.07066)
H (-7.25524, -22.08165, -0.64871)
H (-5.78818, -19.38571, 2.43581)
H (-5.44872, -17.97661, 4.46898)
H (-4.89756, -15.53114, 4.19860)
H (-4.41351, -14.63356, 1.90658)
H (-4.51495, -16.12503, -0.08384)
N (2.47299, -19.94467, -7.88903)
C (1.28321, -20.36290, -7.37063)
C (1.27954, -21.44235, -6.46540)
C (0.08409, -21.93884, -5.97736)
C (-1.12072, -21.33228, -6.35191)
C (-1.11356, -20.17850, -7.15429)
C (0.08606, -19.70718, -7.64577)
S (-2.59938, -21.98095, -5.74508)
O (-3.66128, -21.73492, -6.70280)
O (-2.35812, -23.31151, -5.23301)
N (-2.93642, -20.88536, -4.52238)
C (-2.56640, -21.16745, -3.31997)
S (-1.34662, -22.33073, -2.77447)
C (-1.37586, -21.61537, -1.20262)
C (-2.37153, -20.72071, -1.09748)
N (-3.15118, -20.49666, -2.20926)
H (3.25310, -20.58524, -7.83181)
H (2.45666, -19.33890, -8.70053)
H (2.23980, -21.91058, -6.22706)
H (0.08087, -22.84156, -5.35459)
H (-2.05049, -19.65102, -7.39885)
H (0.10602, -18.84080, -8.31637)
H (-0.70276, -21.93333, -0.39354)
H (-2.62277, -20.16411, -0.18520)

Values from the calculation:
- HOMO level (Eh) = -0.284
- HOMO-LUMO gap (eV) = 7.0
- F_max (hartree/bohr) = 0.04737
- lowest unoccupied orbital energy (eV) = -0.7
- spin multiplicity = 1

=====

# 3
The following is a quantum chemistry calculation of a molecular structure, C24H20Cl2MoN5O4, from OMol25.

Geometry (Å):
Mo (-0.39153, 0.60805, -0.27435)
O (0.13667, 2.09103, -1.39488)
C (1.23965, 2.73632, -1.78093)
C (1.17020, 3.61028, -2.86572)
C (2.30885, 4.28133, -3.25883)
C (3.52773, 4.09803, -2.59738)
C (3.59741, 3.24416, -1.52487)
C (2.45254, 2.54732, -1.09978)
C (2.50839, 1.73314, 0.06667)
N (1.52118, 1.03903, 0.52806)
N (1.74071, 0.41993, 1.75220)
C (0.59144, 0.18330, 2.29128)
O (-0.52636, 0.57109, 1.68508)
C (0.44492, -0.50920, 3.57597)
C (-0.81036, -0.58305, 4.17562)
C (-0.95126, -1.24126, 5.38648)
C (0.15213, -1.82621, 5.99138)
C (1.40350, -1.75105, 5.39227)
C (1.55493, -1.09237, 4.18566)
H (0.22477, 3.74647, -3.37134)
H (2.25710, 4.96491, -4.09572)
H (4.40614, 4.63380, -2.92711)
H (4.52960, 3.10367, -0.99262)
H (3.42272, 1.70131, 0.65332)
H (-1.66163, -0.11914, 3.69647)
H (-1.92242, -1.29392, 5.85902)
H (0.03934, -2.34168, 6.93589)
H (2.26102, -2.20477, 5.86999)
H (2.52449, -1.02420, 3.71206)
C (-3.61587, 0.25242, -3.34285)
C (-2.80245, 0.49284, -2.12182)
N (-1.55016, 0.19654, -2.05385)
O (-0.96073, -0.30971, -3.20040)
C (-3.34078, 1.09470, -0.92853)
C (-4.73227, 1.61609, -0.80674)
N (-2.48057, 1.18642, 0.07159)
O (-2.75141, 1.74374, 1.14617)
H (-3.35384, -0.70733, -3.78356)
H (-3.39482, 1.02160, -4.08565)
H (-4.67631, 0.28515, -3.11397)
H (-0.35348, -1.00154, -2.89788)
H (-4.98989, 2.25024, -1.65569)
H (-4.81488, 2.20012, 0.10532)
H (-5.46200, 0.80474, -0.76174)
Cl (2.51485, -1.24659, -2.02316)
C (1.68741, -2.55819, -1.26850)
C (2.16638, -3.84638, -1.40030)
C (1.46705, -4.89434, -0.81434)
C (0.29411, -4.67427, -0.10698)
C (-0.18425, -3.38418, 0.02740)
Cl (-1.62658, -3.08100, 0.90974)
C (0.50981, -2.30795, -0.54876)
N (0.02728, -1.04200, -0.39482)
H (3.07568, -4.02291, -1.95625)
H (1.84366, -5.90287, -0.91385)
H (-0.24785, -5.49167, 0.34554)

Values from the calculation:
- HOMO level (spin up / spin down) (Eh) = -0.413 / -0.413
- HOMO-LUMO gap (spin up / spin down) (eV) = 6.5 / 6.5
- F_max (hartree/bohr) = 0.00853
- lowest unoccupied orbital energy (spin up / spin down) (eV) = -4.8 / -4.8
- spin multiplicity = 1
- net charge = +1
- relative energy (zero: lowest compared OMol25 entry of this formula, charge and spin) (eV) = 0.0000

=====

# 4
The following is a quantum chemistry calculation of a molecular structure, C24H20ClN2O7OsPS2, from OMol25.

Geometry (Å):
Os (-1.50516, 0.48803, -0.88189)
O (-4.12401, 2.22614, 1.30581)
Cl (-3.51167, 1.04660, 0.89707)
O (-4.07837, -0.14267, 1.35763)
O (-2.02930, 1.05455, 1.13880)
O (-3.40761, 0.99975, -0.65901)
O (-2.50884, -1.33056, -1.44308)
S (-1.71072, -1.48601, -2.70329)
O (-2.37375, -1.84780, -3.89018)
O (-1.03805, -0.07398, -2.73182)
C (-0.42274, -2.59402, -2.29611)
C (-0.06251, -3.57278, -3.20169)
C (0.95005, -4.46083, -2.85335)
C (1.58030, -4.35005, -1.62507)
C (1.21167, -3.35409, -0.72412)
C (0.19498, -2.46605, -1.04718)
P (-0.25724, -1.22491, 0.19780)
C (-1.21485, -2.00024, 1.47842)
C (-1.88634, -3.18868, 1.17941)
C (-2.69453, -3.77595, 2.13742)
C (-2.83322, -3.18524, 3.38546)
C (-2.16736, -2.00149, 3.68474)
C (-1.36449, -1.39996, 2.73476)
C (1.29660, -0.52742, 0.75061)
C (1.77519, -0.66854, 2.05250)
C (3.01733, -0.14324, 2.38236)
C (3.77618, 0.51074, 1.42303)
C (3.30764, 0.63642, 0.11820)
C (2.07241, 0.11664, -0.22037)
H (-0.57016, -3.64206, -4.15486)
H (1.24155, -5.23704, -3.54744)
H (2.36932, -5.03977, -1.35764)
H (1.72163, -3.27877, 0.22882)
H (-1.78159, -3.65461, 0.20860)
H (-3.21489, -4.69582, 1.90897)
H (-3.46432, -3.64877, 4.13199)
H (-2.27973, -1.54691, 4.65972)
H (-0.87031, -0.46671, 2.96779)
H (1.20528, -1.20546, 2.79859)
H (3.39715, -0.26078, 3.38828)
H (4.74794, 0.90792, 1.68530)
H (3.91570, 1.12086, -0.63443)
H (1.72651, 0.18469, -1.24805)
N (2.27435, 6.44290, -0.21798)
C (1.41919, 6.07511, -1.17793)
S (0.96563, 7.04399, -2.41981)
C (0.81976, 4.71482, -1.04451)
C (0.61876, 4.10029, 0.19352)
C (0.00084, 2.87477, 0.26213)
N (-0.42261, 2.22636, -0.84076)
C (-0.20602, 2.80162, -2.04870)
C (0.39518, 4.02728, -2.18063)
H (2.67215, 7.36895, -0.25700)
H (2.61651, 5.81625, 0.49044)
H (0.89302, 4.57840, 1.12432)
H (-0.17212, 2.39196, 1.21122)
H (-0.53887, 2.24837, -2.91772)
H (0.52858, 4.46779, -3.15907)

Values from the calculation:
- HOMO level (Eh) = -0.496
- HOMO-LUMO gap (eV) = 4.7
- F_max (hartree/bohr) = 0.00872
- lowest unoccupied orbital energy (eV) = -8.7
- spin multiplicity = 1
- net charge = +2
- relative energy (zero: lowest compared OMol25 entry of this formula, charge and spin) (eV) = 0.0000